No. 1
DFT (the ωB97M-V functional and the def2-TZVPD basis) results for a gas-phase ion, Cl3H2NP (charge +1) in a non-equilibrium geometry.

Geometry as XYZ:
```
7
Cl3H2NP (the ωB97M-V functional and the def2-TZVPD basis)
N 0.433 1.141 -0.392
P -0.436 -0.513 0.222
Cl 1.038 -1.849 0.314
Cl -1.199 -0.250 1.985
Cl -1.740 -1.061 -1.112
H 0.828 1.038 -1.316
H 1.076 1.494 0.300
```

Output
Total charge = +1
SMILES = [NH2+]=P(Cl)(Cl)Cl
E_LUMO = -5.43 eV
Kohn-Sham gap = 0.3756 hartree
Relative energy (zero: lowest compared OMol25 entry of this formula, charge and spin) = 1.033 eV

=====

No. 2
DFT (the ωB97M-V functional and the def2-TZVPD basis) results for 3 unconnected molecules or ions with the total composition C2H10NO3 in a non-equilibrium geometry.

Geometry as XYZ:
```
16
C2H10NO3 (the ωB97M-V functional and the def2-TZVPD basis)
C 0.867 0.143 0.559
O 0.501 1.170 -0.277
C 1.315 -1.192 -0.076
N 0.380 -2.366 0.015
H 1.738 0.508 1.176
H 0.136 0.012 1.388
H 1.530 -1.072 -1.149
H 2.326 -1.454 0.279
H -0.469 -1.991 0.419
H 0.191 -2.572 -0.960
H -1.882 2.600 0.393
H -0.681 1.996 0.926
O -1.599 2.219 1.221
H -2.146 0.555 -1.096
H -0.741 0.859 -1.038
O -1.467 0.586 -1.779
```

Output
Total charge = -1
E_LUMO = 4.31 eV
Kohn-Sham gap = 0.2988 hartree
Relative energy (zero: lowest compared OMol25 entry of this formula, charge and spin) = 0.758 eV

=====

No. 3
DFT (the ωB97M-V functional and the def2-TZVPD basis) results for 10 unconnected molecules or ions with the total composition C5H30N10O10 in a non-equilibrium geometry.

Geometry as XYZ:
```
55
C5H30N10O10 (the ωB97M-V functional and the def2-TZVPD basis)
C -4.222 32.374 -19.127
O -3.330 32.912 -18.473
N -4.928 32.955 -20.112
N -4.447 31.074 -19.112
H -5.421 32.353 -20.756
H -4.798 33.956 -20.093
H -5.003 30.461 -19.691
H -3.933 30.665 -18.345
C -6.214 25.306 -14.176
O -6.917 25.875 -13.349
N -4.942 25.178 -14.166
N -6.643 24.662 -15.236
H -4.398 24.610 -14.799
H -4.475 25.723 -13.456
H -7.622 24.418 -15.284
H -5.926 24.111 -15.686
C -7.316 25.156 -25.972
O -8.026 26.157 -26.078
N -7.660 24.032 -25.393
N -6.182 25.052 -26.553
H -8.553 23.930 -24.931
H -7.054 23.224 -25.393
H -5.654 24.220 -26.333
H -5.801 25.878 -26.993
C -11.374 22.183 -18.866
O -11.315 22.520 -20.053
N -10.566 21.379 -18.243
N -12.292 22.498 -17.979
H -9.977 20.864 -18.882
H -10.894 21.057 -17.344
H -12.133 22.080 -17.074
H -13.034 23.117 -18.275
C -14.278 28.221 -17.591
O -14.347 29.137 -18.375
N -13.374 28.068 -16.704
N -15.281 27.339 -17.570
H -12.692 28.814 -16.686
H -13.395 27.330 -16.016
H -15.451 26.584 -16.921
H -15.989 27.690 -18.198
O -5.143 22.607 -21.173
H -4.874 21.888 -21.745
H -5.933 22.957 -21.583
O -11.679 32.348 -21.086
H -12.469 32.126 -20.594
H -10.968 31.932 -20.598
O -7.007 30.428 -23.419
H -6.500 29.819 -23.955
H -7.424 29.876 -22.757
O -9.125 31.480 -15.924
H -8.493 31.358 -15.215
H -9.009 32.391 -16.194
O -8.902 27.364 -20.292
H -9.014 27.441 -19.344
H -9.408 26.587 -20.530
```

Output
Total charge = 0
SMILES = NC(N)=O.NC(N)=O.NC(N)=O.NC(N)=O.NC(N)=O.O.O.O.O.O
E_LUMO = -0.20 eV
Kohn-Sham gap = 0.3469 hartree
Relative energy (zero: lowest compared OMol25 entry of this formula, charge and spin) = 5.116 eV

=====

No. 4
DFT (the ωB97M-V functional and the def2-TZVPD basis) results for C2H5NS2 in the gas phase in a non-equilibrium geometry.

Geometry as XYZ:
```
10
C2H5NS2 (the ωB97M-V functional and the def2-TZVPD basis)
C -0.668 1.055 0.804
C 0.795 -0.357 -0.595
N 0.348 0.187 0.677
S 0.851 1.689 1.338
S -2.133 0.460 2.191
H -1.347 1.426 0.117
H 1.692 -1.038 -0.527
H -0.080 -0.981 -1.115
H 1.209 0.553 -1.148
H -1.177 0.441 3.209
```

Output
Total charge = 0
SMILES = CN1S[C@@H]1S
E_LUMO = 0.25 eV
Kohn-Sham gap = 0.3308 hartree
Relative energy (zero: lowest compared OMol25 entry of this formula, charge and spin) = 3.145 eV

=====

No. 5
DFT (the ωB97M-V functional and the def2-TZVPD basis) results for C4H2N4 in the gas phase in a non-equilibrium geometry.

Geometry as XYZ:
```
10
C4H2N4 (the ωB97M-V functional and the def2-TZVPD basis)
C -1.392 0.691 -0.011
C -1.227 -0.553 0.848
C 0.545 -0.317 -0.190
C 2.005 -0.638 -0.497
H -3.067 1.572 0.463
H -1.765 -0.837 1.844
N -2.222 1.686 -0.220
N -0.094 -1.069 0.728
N -0.132 0.783 -0.592
N 3.198 -0.805 -0.374
```

Output
Total charge = 0
SMILES = [H]/N=C1\C=NC(C#N)=N1
E_LUMO = -2.57 eV
Kohn-Sham gap = 0.3047 hartree
Relative energy (zero: lowest compared OMol25 entry of this formula, charge and spin) = 2.583 eV

=====

No. 6
DFT (the ωB97M-V functional and the def2-TZVPD basis) results for a molecular structure, C33H58CsO6P2S2 in a non-equilibrium geometry.

Geometry as XYZ:
```
102
C33H58CsO6P2S2 (the ωB97M-V functional and the def2-TZVPD basis)
Cs -2.022 1.537 0.408
O -5.371 3.842 -1.129
S -4.592 2.668 -0.756
O -3.393 2.514 -1.577
O -4.269 2.618 0.669
C -5.720 1.262 -1.031
C -7.007 1.614 -1.410
C -8.018 0.671 -1.483
C -7.745 -0.650 -1.166
C -6.459 -1.005 -0.802
C -5.447 -0.061 -0.738
S -3.847 -0.743 -0.238
O -2.835 -0.215 -1.149
O -3.998 -2.187 -0.353
O -3.581 -0.318 1.135
H -7.194 2.655 -1.624
H -9.021 0.967 -1.763
H -8.531 -1.396 -1.188
H -6.194 -2.022 -0.557
C -0.354 -1.676 -1.851
C 0.309 -0.615 -2.726
C 0.519 -1.187 -4.130
P -0.652 1.005 -2.472
C 0.818 2.199 -2.715
C 0.388 3.584 -2.238
C 1.531 2.283 -4.062
C -1.539 1.118 -4.113
C -2.066 2.521 -4.392
C -2.729 0.164 -4.086
H 0.146 -2.642 -1.957
H -1.399 -1.792 -2.116
H -0.343 -1.367 -0.808
H 1.301 -0.394 -2.307
H -0.416 -1.532 -4.562
H 1.189 -2.049 -4.065
H 0.968 -0.475 -4.817
H 1.550 1.825 -1.983
H -0.293 4.048 -2.944
H 1.252 4.240 -2.121
H -0.127 3.504 -1.282
H 0.855 2.573 -4.860
H 1.989 1.333 -4.324
H 2.327 3.028 -4.011
H -0.836 0.822 -4.903
H -2.624 2.859 -3.523
H -2.741 2.499 -5.248
H -1.271 3.228 -4.616
H -3.473 0.564 -3.403
H -2.459 -0.821 -3.716
H -3.164 0.058 -5.083
C 4.743 -2.002 -0.528
C 4.066 -0.740 -1.046
C 3.404 0.001 0.119
C 2.787 -0.960 1.154
C 2.429 -2.278 0.469
C 3.678 -2.999 -0.059
P 1.235 -0.147 1.861
C 1.946 1.045 3.150
C 2.246 2.397 2.486
C 2.937 3.324 3.482
C 4.338 2.801 3.829
C 4.435 1.284 3.636
C 3.130 0.597 4.030
C 0.489 -1.427 3.027
C 1.429 -2.399 3.773
C 0.779 -3.772 3.969
C -0.669 -3.600 4.410
C -1.499 -2.949 3.291
C -0.624 -2.185 2.294
H 5.400 -1.734 0.303
H 5.362 -2.455 -1.305
H 3.322 -1.015 -1.794
H 4.793 -0.084 -1.531
H 2.625 0.665 -0.270
H 4.165 0.618 0.604
H 3.512 -1.156 1.953
H 1.747 -2.061 -0.350
H 1.910 -2.942 1.158
H 3.380 -3.645 -0.888
H 4.101 -3.645 0.715
H 1.077 1.203 3.807
H 1.306 2.840 2.142
H 2.886 2.265 1.614
H 2.327 3.384 4.385
H 3.008 4.331 3.068
H 4.574 3.054 4.865
H 5.083 3.287 3.196
H 5.255 0.887 4.240
H 4.660 1.060 2.594
H 2.915 0.850 5.072
H 3.262 -0.483 3.983
H -0.019 -0.797 3.770
H 1.661 -1.988 4.758
H 2.370 -2.537 3.240
H 1.344 -4.337 4.717
H 0.803 -4.341 3.038
H -0.683 -2.975 5.306
H -1.095 -4.569 4.679
H -2.227 -2.261 3.722
H -2.063 -3.704 2.743
H -1.259 -1.488 1.744
H -0.197 -2.878 1.569
```

Output
Total charge = -1
E_LUMO = 1.94 eV
Kohn-Sham gap = 0.2700 hartree
Relative energy (zero: lowest compared OMol25 entry of this formula, charge and spin) = 1.934 eV

=====

No. 7
DFT (the ωB97M-V functional and the def2-TZVPD basis) results for a molecular structure, C23H52GaO3P4Se in a non-equilibrium geometry.

Geometry as XYZ:
```
84
C23H52GaO3P4Se (the ωB97M-V functional and the def2-TZVPD basis)
Ga -1.461 1.104 1.258
P 1.385 -0.502 -1.229
P 1.073 2.181 1.254
P -2.169 -0.128 -1.183
H -2.933 4.251 2.113
C -3.366 3.368 1.599
C -2.902 2.064 2.105
H -2.780 2.140 3.213
C 2.166 0.034 -2.824
C 2.939 -0.814 -0.339
C 1.149 -2.269 -1.733
C 0.536 3.672 2.218
C 2.019 1.259 2.493
C 2.441 2.998 0.326
C -3.940 0.412 -1.226
C -2.295 -1.903 -0.794
C -1.819 -0.121 -2.974
H -4.438 3.555 1.311
H -3.686 1.373 1.744
H 2.923 -0.706 -3.110
H 2.641 1.009 -2.670
H 1.401 0.106 -3.605
H 3.586 -1.386 -1.009
H 2.741 -1.408 0.556
H 3.435 0.120 -0.080
H 2.101 -2.599 -2.178
H 0.347 -2.367 -2.477
H 0.926 -2.880 -0.846
H 1.459 4.213 2.504
H -0.003 3.346 3.125
H -0.116 4.319 1.597
H 2.105 1.894 3.384
H 3.019 1.055 2.082
H 1.493 0.320 2.719
H 3.013 3.591 1.058
H 2.040 3.664 -0.454
H 3.101 2.247 -0.131
H -4.394 -0.077 -2.108
H -3.995 1.513 -1.333
H -4.465 0.099 -0.306
H -3.365 -2.150 -0.707
H -1.755 -2.147 0.142
H -1.848 -2.463 -1.631
H -2.751 -0.373 -3.493
H -1.054 -0.858 -3.236
H -1.492 0.875 -3.297
C -2.069 4.483 -2.002
C -2.834 5.170 -1.062
C -4.155 5.562 -1.345
C -4.513 5.695 -2.713
C -3.610 5.261 -3.693
C -2.433 4.604 -3.339
Se -0.508 3.432 -1.655
H -1.406 2.376 -1.015
H -2.494 5.273 -0.033
H -4.906 5.706 -0.560
H -5.463 6.178 -2.964
H -3.843 5.436 -4.739
H -1.806 4.147 -4.082
C 3.170 -3.990 3.005
C 2.031 -3.906 2.013
O 1.361 -2.614 2.251
P -0.254 -2.470 2.152
O -0.735 -3.570 3.271
C -0.242 -3.621 4.657
C -0.348 -5.083 5.057
O -0.396 -1.019 2.908
C -1.511 -0.601 3.808
C -2.873 -1.061 3.353
H 3.717 -3.036 2.977
H 3.860 -4.815 2.768
H 2.764 -4.121 4.026
H 2.361 -3.946 0.960
H 1.344 -4.751 2.164
H 0.796 -3.239 4.714
H -0.894 -2.984 5.287
H 0.307 -5.703 4.421
H -0.045 -5.215 6.105
H -1.390 -5.426 4.941
H -1.280 -0.949 4.821
H -1.444 0.498 3.848
H -2.983 -2.145 3.448
H -3.632 -0.587 3.991
H -3.092 -0.789 2.313
```

Output
Total charge = +3
E_LUMO (spin up / spin down) = -12.25 / -12.26 eV
Kohn-Sham gap (spin up / spin down) = 0.1568 / 0.1566 hartree
Relative energy (zero: lowest compared OMol25 entry of this formula, charge and spin) = 6.229 eV

=====

No. 8
DFT (the ωB97M-V functional and the def2-TZVPD basis) results for 9 unconnected molecules or ions with the total composition C30H40Cl10N4 in a non-equilibrium geometry.

Geometry as XYZ:
```
84
C30H40Cl10N4 (the ωB97M-V functional and the def2-TZVPD basis)
Cl 3.395 -2.407 1.798
C 2.373 -3.185 3.072
C 1.629 -2.132 3.862
Cl 2.706 -0.987 4.676
H 3.047 -3.787 3.674
H 1.694 -3.853 2.549
H 0.983 -2.606 4.600
H 0.990 -1.564 3.188
Cl -5.267 2.618 -3.623
C -3.496 2.608 -3.687
C -2.949 1.906 -2.437
Cl -3.092 3.043 -1.026
H -3.138 3.633 -3.732
H -3.097 2.113 -4.573
H -1.909 1.615 -2.543
H -3.602 1.082 -2.172
Cl 2.056 2.014 0.984
C 0.941 0.798 0.350
C -0.465 0.986 0.888
Cl -1.607 -0.068 0.029
H 1.277 -0.220 0.533
H 0.952 0.990 -0.722
H -0.834 1.999 0.770
H -0.517 0.689 1.935
Cl -3.046 2.869 2.384
C -3.518 1.580 3.481
C -5.010 1.586 3.763
Cl -5.952 1.303 2.265
H -2.971 1.678 4.419
H -3.190 0.639 3.043
H -5.363 2.538 4.148
H -5.252 0.822 4.500
Cl -0.803 -3.304 0.893
C 0.376 -4.188 -0.080
C 0.381 -3.654 -1.506
Cl 1.226 -2.099 -1.684
H 0.148 -5.249 -0.064
H 1.345 -3.968 0.366
H -0.653 -3.440 -1.784
H 0.698 -4.359 -2.272
N -1.673 -1.887 7.005
C -1.151 -1.070 6.098
C -1.560 -1.027 4.757
C -2.571 -1.892 4.391
C -3.156 -2.712 5.336
C -2.678 -2.692 6.638
H -0.400 -0.373 6.451
H -1.006 -0.420 4.054
H -2.859 -1.947 3.346
H -3.876 -3.457 5.020
H -3.063 -3.310 7.438
N 2.772 3.286 -3.497
C 2.370 3.922 -2.397
C 3.004 5.009 -1.826
C 4.124 5.523 -2.468
C 4.597 4.843 -3.581
C 3.857 3.791 -4.093
H 1.546 3.436 -1.881
H 2.664 5.474 -0.911
H 4.574 6.457 -2.157
H 5.496 5.157 -4.095
H 4.193 3.398 -5.047
N -3.964 -1.953 -2.878
C -4.702 -1.923 -3.994
C -4.176 -1.531 -5.225
C -2.859 -1.123 -5.265
C -2.071 -1.170 -4.126
C -2.692 -1.597 -2.946
H -5.699 -2.327 -3.880
H -4.849 -1.493 -6.070
H -2.396 -0.782 -6.184
H -1.005 -0.991 -4.131
H -2.128 -1.669 -2.023
N 6.397 1.262 -0.951
C 6.873 0.085 -0.569
C 6.172 -1.126 -0.688
C 4.920 -1.086 -1.269
C 4.378 0.147 -1.656
C 5.142 1.268 -1.440
H 7.873 0.119 -0.153
H 6.551 -2.027 -0.227
H 4.378 -2.022 -1.328
H 3.397 0.151 -2.109
H 4.772 2.242 -1.736
```

Output
Total charge = 0
SMILES = c1ccncc1.c1ccncc1.c1ccncc1.c1ccncc1.ClCCCl.ClCCCl.ClCCCl.ClCCCl.ClCCCl
E_LUMO = 0.37 eV
Kohn-Sham gap = 0.3600 hartree
Relative energy (zero: lowest compared OMol25 entry of this formula, charge and spin) = 0.491 eV

=====

No. 9
DFT (the ωB97M-V functional and the def2-TZVPD basis) results for a molecular structure, C27H46BeBrNOP2 in a non-equilibrium geometry.

Geometry as XYZ:
```
79
C27H46BeBrNOP2 (the ωB97M-V functional and the def2-TZVPD basis)
N -5.463 2.973 -4.213
C -5.277 3.176 -2.907
C -4.260 2.521 -2.191
C -3.294 1.735 -2.880
C -3.649 1.378 -4.215
C -4.719 2.064 -4.837
C -1.959 1.424 -2.285
Be -0.303 0.063 -1.906
P 1.686 -0.221 -1.242
C -0.804 1.189 -3.120
C 0.263 2.231 -3.236
C 1.050 2.314 -4.395
C 2.181 3.111 -4.491
C 2.528 3.972 -3.431
C 1.671 3.992 -2.306
C 0.553 3.157 -2.236
Br 4.050 4.951 -3.506
H -1.832 1.840 -1.294
H -1.059 0.652 -4.063
H -4.180 2.697 -1.121
H -3.069 0.655 -4.786
H -5.951 3.888 -2.423
H -4.955 1.873 -5.887
H 0.805 1.610 -5.178
H -0.094 3.184 -1.370
H 2.859 2.983 -5.341
H 1.929 4.601 -1.444
P -1.282 -1.816 -1.943
C 2.806 1.076 -0.536
C 4.157 1.303 -1.194
H 2.949 0.817 0.522
H 2.221 2.001 -0.567
H 4.775 1.937 -0.544
H 4.750 0.400 -1.393
H 4.012 1.828 -2.142
C 2.665 -0.876 -2.690
C 3.703 -1.968 -2.444
H 3.139 -0.002 -3.162
H 1.932 -1.261 -3.413
H 3.892 -2.495 -3.391
H 4.663 -1.550 -2.116
H 3.376 -2.713 -1.708
C 2.073 -1.405 0.160
C 3.487 -1.478 0.742
H 1.773 -2.401 -0.189
H 1.386 -1.085 0.964
H 3.625 -2.478 1.172
H 4.279 -1.321 0.003
H 3.632 -0.747 1.545
C -1.090 -2.545 -0.284
C -1.315 -4.050 -0.165
H -1.766 -1.966 0.362
H -0.075 -2.286 0.040
H -2.383 -4.307 -0.167
H -0.813 -4.617 -0.963
H -0.899 -4.382 0.796
C -0.329 -2.869 -3.135
C -0.300 -2.234 -4.527
H -0.783 -3.874 -3.150
H 0.696 -2.976 -2.739
H -1.301 -2.222 -4.980
H 0.071 -1.199 -4.500
H 0.367 -2.801 -5.191
C -3.033 -2.149 -2.276
C -4.053 -1.438 -1.361
H -3.150 -3.240 -2.152
H -3.216 -1.919 -3.339
H -4.915 -1.097 -1.957
H -4.424 -2.136 -0.591
H -3.656 -0.557 -0.831
C -0.854 0.556 3.192
C -2.043 0.254 2.309
O -1.823 0.356 0.892
H -0.023 -0.127 3.011
H -1.154 0.438 4.233
H -0.496 1.579 3.061
H -2.401 -0.766 2.467
H -2.882 0.908 2.561
H -0.935 0.735 0.761
```

Output
Total charge = +2
E_LUMO (spin up / spin down) = -8.36 / -8.37 eV
Kohn-Sham gap (spin up / spin down) = 0.1989 / 0.1988 hartree
Relative energy (zero: lowest compared OMol25 entry of this formula, charge and spin) = 0.000 eV

=====

No. 10
DFT (the ωB97M-V functional and the def2-TZVPD basis) results for 2 unconnected molecules or ions with the total composition C5H8O4 in a non-equilibrium geometry.

Geometry as XYZ:
```
17
C5H8O4 (the ωB97M-V functional and the def2-TZVPD basis)
C 2.252 -2.061 -0.390
C 3.119 -2.815 0.644
O 3.856 -2.130 1.388
O 3.064 -4.077 0.572
H 1.948 -1.055 -0.074
H 1.255 -2.495 -0.439
H 2.774 -2.251 -1.323
C -2.468 1.791 -0.159
C -1.208 1.699 -1.016
C -2.102 1.507 1.360
O -2.476 0.426 1.842
O -1.441 2.441 1.861
H -2.748 2.847 -0.064
H -3.299 1.206 -0.557
H -0.684 0.752 -0.846
H -0.439 2.419 -0.718
H -1.406 1.795 -2.080
```

Output
Total charge = -2
E_LUMO = 6.21 eV
Kohn-Sham gap = 0.2866 hartree
Relative energy (zero: lowest compared OMol25 entry of this formula, charge and spin) = 0.373 eV

=====

no.,calculated total energy (a.u.)
1,-1777.65124
2,-362.67954
3,-1508.53104
4,-930.22386
5,-372.53692
6,-3242.99265
7,-6823.79835
8,-5988.07355
9,-4457.28146
10,-496.31214